1.
Computed, not measured: 6 unconnected molecules or ions with the total composition C10H26ClFN6O11PS in a non-equilibrium geometry, with ωB97M-V/def2-TZVPD.

```
57
Properties=species:S:1:pos:R:3:nbo_charge:R:1
N -1.292 -1.886 2.114 -0.523
C -1.969 -0.831 1.836 0.091
C -1.991 -0.303 0.324 -0.585
S -0.360 0.602 0.120 0.410
C -0.591 2.125 1.176 -0.494
C 0.823 2.829 1.317 -0.479
C 1.983 1.824 1.676 0.038
F 1.502 1.032 2.737 -0.365
P 0.002 1.112 -1.951 1.055
O 0.638 -0.302 -2.664 -0.919
Cl -1.809 1.414 -2.990 -0.244
H -0.850 -2.241 1.251 0.327
H -2.535 -0.247 2.603 0.212
H -2.842 0.436 0.278 0.262
H -2.103 -1.128 -0.419 0.267
H -0.932 1.817 2.204 0.279
H -1.356 2.748 0.649 0.268
H 1.014 3.371 0.358 0.253
H 0.700 3.605 2.126 0.249
H 2.301 1.187 0.808 0.174
H 2.895 2.407 1.977 0.206
H 0.059 -1.047 -2.405 0.493
C 0.125 -4.647 3.744 -0.484
N 0.471 -6.084 3.887 0.537
O -0.445 -6.881 3.889 -0.377
O 1.647 -6.358 3.993 -0.379
H -0.953 -4.553 3.660 0.231
H 0.489 -4.132 4.629 0.255
H 0.615 -4.280 2.844 0.216
C 0.524 -7.138 7.948 -0.488
N 0.136 -5.704 7.937 0.542
O 0.304 -5.086 6.903 -0.409
O -0.321 -5.250 8.961 -0.361
H 0.914 -7.402 6.968 0.237
H 1.285 -7.265 8.715 0.239
H -0.368 -7.716 8.177 0.240
C -0.716 6.206 -1.686 -0.485
N -0.345 4.775 -1.537 0.546
O -1.250 3.959 -1.492 -0.405
O 0.839 4.518 -1.473 -0.372
H -1.799 6.282 -1.731 0.242
H -0.325 6.737 -0.821 0.246
H -0.264 6.567 -2.607 0.253
C -1.732 1.251 -6.232 -0.493
N -1.775 0.639 -7.584 0.531
O -2.593 -0.236 -7.777 -0.372
O -0.984 1.061 -8.400 -0.370
H -2.489 0.778 -5.613 0.217
H -0.739 1.081 -5.826 0.243
H -1.934 2.314 -6.346 0.238
C 3.249 2.475 -5.008 -0.486
N 1.834 2.707 -5.397 0.544
O 0.968 2.142 -4.747 -0.437
O 1.637 3.441 -6.333 -0.329
H 3.271 1.799 -4.158 0.225
H 3.756 2.037 -5.864 0.250
H 3.679 3.440 -4.747 0.242
```

Total energy (eV): -77597.191
Kohn-Sham gap (eV): 8.325
Charge: +1
E_LUMO (eV): -4.26
Highest occupied orbital energy (eV): -12.59



2.
Computed, not measured: C5H6O2 in the gas phase, with ωB97M-V/def2-TZVPD.

```
13
Properties=species:S:1:pos:R:3:nbo_charge:R:1
O -1.935 -1.115 1.047 -0.527
C -0.987 -0.492 0.622 0.570
C -0.047 0.325 1.505 -0.186
O 0.852 1.046 0.681 -0.503
C 0.546 0.783 -0.661 0.102
C 0.801 -0.600 -1.124 -0.422
C -0.617 -0.172 -0.779 -0.377
H 0.504 -0.266 2.246 0.213
H -0.741 1.030 1.933 0.211
H 0.710 1.641 -1.304 0.212
H 1.309 -1.287 -0.452 0.227
H 0.997 -0.741 -2.178 0.232
H -1.392 -0.153 -1.536 0.249
```

Total energy (eV): -9375.610
Kohn-Sham gap (eV): 10.605
E_LUMO (eV): 0.87
Highest occupied orbital energy (eV): -9.74
SMILES string: O=C1CO[C@H]2C[C@@H]12



3.
Computed, not measured: a molecular structure, C53H49AsCeClN7P2 in a non-equilibrium geometry, with ωB97M-V/def2-TZVPD.

```
114
Properties=species:S:1:pos:R:3:mulliken_charge:R:1
Ce -13.624 -7.461 14.516 -0.164
C -17.322 -3.403 17.150 -0.669
N -16.382 -4.454 16.956 0.252
C -16.035 -5.336 17.961 -1.562
C -15.368 -6.353 17.366 -0.110
N -15.251 -6.053 16.019 0.996
C -15.841 -4.868 15.823 0.069
P -15.824 -4.052 14.160 -0.830
C -14.076 -4.008 13.840 -0.045
N -13.222 -4.998 13.997 0.741
C -11.969 -4.528 13.698 -0.636
C -12.093 -3.218 13.431 -0.613
N -13.395 -2.911 13.490 0.197
C -13.928 -1.579 13.420 -0.816
C -16.232 -5.519 13.152 -0.266
N -15.595 -6.688 13.103 1.239
C -16.088 -7.375 11.996 -0.481
C -16.980 -6.537 11.410 -0.908
N -17.084 -5.436 12.125 0.260
C -17.997 -4.318 11.781 -0.979
H -17.021 -2.876 18.102 0.390
H -18.310 -3.862 17.318 0.065
H -17.313 -2.684 16.285 0.337
H -16.432 -5.224 18.927 0.714
H -14.950 -7.273 17.737 0.483
H -11.067 -5.129 13.592 0.497
H -11.249 -2.486 13.185 0.386
H -13.051 -0.959 13.172 0.338
H -14.312 -1.211 14.440 0.295
H -14.736 -1.517 12.716 0.325
H -15.879 -8.430 11.856 0.127
H -17.546 -6.549 10.485 0.568
H -17.546 -3.690 11.035 0.385
H -18.211 -3.689 12.642 0.368
H -18.874 -4.733 11.298 0.386
C -11.761 -11.365 14.097 -1.613
C -10.457 -11.054 14.296 -0.880
C -10.038 -9.915 15.001 -1.334
C -11.048 -9.050 15.444 0.954
C -12.416 -9.302 15.251 1.154
C -12.728 -10.521 14.600 -0.696
C -10.651 -7.771 16.137 1.053
C -9.356 -7.651 16.690 -1.088
C -8.893 -6.428 17.082 -1.016
C -9.769 -5.317 17.029 0.488
C -9.349 -4.008 17.328 -0.625
C -10.293 -2.936 17.443 -1.083
C -11.672 -3.299 17.252 -0.409
C -12.016 -4.545 16.889 0.127
C -11.098 -5.584 16.711 -0.321
N -11.521 -6.800 16.161 0.310
H -11.969 -12.392 13.633 0.382
H -9.655 -11.699 14.000 0.422
H -9.018 -9.733 15.130 0.558
H -13.728 -10.777 14.417 0.836
H -8.689 -8.505 16.812 0.473
H -7.854 -6.400 17.396 0.452
H -8.269 -3.911 17.529 0.411
H -9.923 -1.967 17.679 0.478
H -12.372 -2.503 17.424 0.529
H -13.095 -4.788 16.867 0.472
Cl -12.429 -7.726 12.293 -0.335
C -17.613 -8.815 15.865 -0.281
C -18.220 -7.733 15.019 -0.013
As -20.044 -6.987 15.456 0.373
C -21.074 -8.624 15.528 0.544
C -21.893 -8.851 16.630 -0.566
C -22.735 -9.954 16.532 -0.587
C -22.693 -10.842 15.499 -0.589
C -21.886 -10.595 14.404 -0.416
C -21.074 -9.492 14.409 -0.415
C -19.812 -6.487 17.289 0.765
C -20.310 -5.194 17.667 -1.437
C -20.321 -4.759 18.979 -0.423
C -19.843 -5.634 20.016 -0.656
C -19.399 -6.876 19.685 -0.943
C -19.446 -7.310 18.329 0.182
P -16.068 -9.456 15.240 1.848
C -16.462 -10.540 13.862 0.680
C -17.659 -11.276 13.858 -0.828
C -17.993 -12.004 12.787 -0.729
C -17.246 -12.036 11.640 -0.683
C -16.080 -11.255 11.585 -0.624
C -15.678 -10.531 12.697 -0.535
C -15.654 -10.603 16.667 0.960
C -15.055 -11.835 16.393 -0.584
C -14.525 -12.596 17.431 -0.852
C -14.609 -12.147 18.729 -0.652
C -15.254 -10.948 19.023 -0.944
C -15.791 -10.186 18.009 -0.372
H -18.380 -9.630 15.883 0.530
H -17.398 -8.431 16.835 -0.081
H -18.232 -8.030 13.976 0.575
H -17.462 -6.879 15.050 -1.088
H -21.934 -8.241 17.458 0.544
H -23.322 -10.205 17.406 0.348
H -23.238 -11.768 15.588 0.402
H -21.901 -11.336 13.585 0.377
H -20.401 -9.194 13.581 0.254
H -20.736 -4.522 16.963 0.433
H -20.567 -3.782 19.198 0.547
H -19.808 -5.314 21.014 0.487
H -19.060 -7.630 20.410 0.414
H -19.206 -8.351 18.175 0.638
H -18.203 -11.387 14.807 0.397
H -18.829 -12.658 12.865 0.510
H -17.521 -12.750 10.865 0.404
H -15.477 -11.436 10.727 0.502
H -14.761 -9.976 12.609 0.536
H -15.007 -12.260 15.385 0.350
H -13.992 -13.533 17.231 0.412
H -14.240 -12.743 19.563 0.407
H -15.408 -10.712 20.028 0.562
H -16.338 -9.318 18.377 0.277
```

Total energy (eV): -171042.681
Kohn-Sham gap (alpha / beta) (eV): 5.957 / 5.959
Charge: +2
E_LUMO (alpha / beta) (eV): -6.29 / -6.29
Highest occupied orbital energy (alpha / beta) (eV): -12.24 / -12.24